Entry A
DFT (the ωB97M-V functional and the def2-TZVPD basis) results for a cluster of 4 separate species, CH10O3S in total.

Each atom is followed by the atoms it is bonded to, with distances in Å.
Element x y z (Å)
1 C -1.4483 -0.6434 -0.6072  S2 1.822, H3 1.081, H4 1.090, H5 1.090
2 S -2.3583 0.0898 0.7905  C1 1.822, H6 1.368
3 H -0.5504 -1.0833 -0.1973  C1 1.081
4 H -2.0409 -1.2651 -1.2783  C1 1.090
5 H -1.1777 0.1783 -1.2705  C1 1.090
6 H -2.5790 1.3593 0.3298  S2 1.368
7 H 1.6669 -1.5101 -1.7549  O9 0.983
8 H 1.7923 -0.2296 -1.2301  O9 0.981
9 O 1.3040 -0.6251 -1.9835  H7 0.983, H8 0.981
10 H 0.9828 1.0761 -0.7048  O12 0.962
11 H 1.2250 1.4644 0.7888  O12 0.957
12 O 1.4449 1.6819 -0.1170  H10 0.962, H11 0.957
13 H 1.0376 -0.7119 2.1061  O15 0.962
14 H -0.1299 0.0799 2.6242  O15 0.970
15 O 0.8311 0.1387 2.5041  H13 0.962, H14 0.970

Summary:
total charge = 0
SMILES = CS.O.O.O
LUMO level = 0.28 eV

***

Entry B
DFT (the ωB97M-V functional and the def2-TZVPD basis) results for a cluster of 4 separate species, CH10O3S in total.

Each atom is followed by the atoms it is bonded to, with distances in Å.
Element x y z (Å)
1 C 0.0343 2.9841 -0.1984  S2 1.899, H3 1.091, H4 1.105, H5 1.104
2 S 1.5110 3.1175 0.9874  C1 1.899, H6 1.436
3 H -0.7679 3.5901 0.2263  C1 1.091
4 H 0.3383 3.3129 -1.2085  C1 1.105
5 H -0.1475 1.9097 -0.3742  C1 1.104
6 H 0.9258 4.0996 1.8561  S2 1.436
7 H 0.0848 -3.5981 3.7442  O9 0.991
8 H -0.7742 -2.9156 2.8617  O9 0.962
9 O -0.3292 -3.7689 2.8604  H7 0.991, H8 0.962
10 H -2.1839 0.5485 -4.3655  O12 0.929
11 H -2.1824 -0.9023 -4.1103  O12 0.937
12 O -2.5457 -0.0952 -3.8020  H10 0.929, H11 0.937
13 H 1.4724 -3.3666 0.5782  O15 0.981
14 H 2.2087 -1.9629 0.2587  O15 1.088
15 O 2.3554 -2.9529 0.6860  H13 0.981, H14 1.088

Summary:
total charge = 0
SMILES = CS.O.O.O
LUMO level = 0.36 eV

***

Which one sits at the bottom of the stability order? entry B does.

***

Entry A
DFT (the ωB97M-V functional and the def2-TZVPD basis) results for the molecule C15H18N2O2.

Each atom is followed by the atoms it is bonded to, with distances in Å.
Element x y z (Å)
1 C -0.6956 -2.4038 1.7784  C2 1.319, H36 1.076, H37 1.078
2 C -1.8558 -3.0314 1.7487  C1 1.319, C3 1.503, H35 1.081
3 C -2.9763 -2.7434 0.7895  C2 1.503, N4 1.444, H33 1.096, H34 1.096
4 N -2.5615 -2.0137 -0.3860  C3 1.444, C5 1.352, H32 1.007
5 C -2.8183 -0.6965 -0.5493  N4 1.352, O6 1.209, C7 1.537
6 O -3.5251 -0.0647 0.2013  C5 1.209
7 C -2.1669 -0.0938 -1.8046  C5 1.537, C8 1.525, C26 1.535, H31 1.093
8 C -2.4133 1.4107 -1.8538  C7 1.525, C9 1.521, H29 1.090, H30 1.090
9 C -1.2004 2.0164 -1.1647  C8 1.521, O10 1.206, N11 1.368
10 O -1.0923 3.1596 -0.7959  C9 1.206
11 N -0.2473 1.0395 -1.0673  C9 1.368, C12 1.402, C26 1.448
12 C 0.9999 1.1566 -0.4374  N11 1.402, C13 1.394, C17 1.392
13 C 1.2001 2.0848 0.5827  C12 1.394, C14 1.380, H25 1.077
14 C 2.4241 2.1677 1.2135  C13 1.380, C15 1.391, H24 1.080
15 C 3.4796 1.3330 0.8620  C14 1.391, C16 1.387, C20 1.498
16 C 3.2721 0.4118 -0.1534  C15 1.387, C17 1.383, H19 1.081
17 C 2.0526 0.3206 -0.8000  C12 1.392, C16 1.383, H18 1.080
18 H 1.9356 -0.3996 -1.5958  C17 1.080
19 H 4.0751 -0.2478 -0.4512  C16 1.081
20 C 4.8024 1.4446 1.5570  C15 1.498, H21 1.089, H22 1.087, H23 1.090
21 H 4.6673 1.4623 2.6371  C20 1.089
22 H 5.4512 0.6116 1.2977  C20 1.087
23 H 5.3004 2.3706 1.2694  C20 1.090
24 H 2.5623 2.8928 2.0024  C14 1.080
25 H 0.3961 2.7405 0.8706  C13 1.077
26 C -0.6354 -0.1795 -1.7460  C7 1.535, N11 1.448, H27 1.099, H28 1.093
27 H -0.2147 -0.2071 -2.7611  C26 1.099
28 H -0.2693 -1.0500 -1.1952  C26 1.093
29 H -2.4759 1.7929 -2.8732  C8 1.090
30 H -3.3175 1.6929 -1.3144  C8 1.090
31 H -2.5647 -0.6188 -2.6766  C7 1.093
32 H -1.9398 -2.4888 -1.0205  N4 1.007
33 H -3.7284 -2.1234 1.2901  C3 1.096
34 H -3.4514 -3.6819 0.4833  C3 1.096
35 H -2.0758 -3.8131 2.4627  C2 1.081
36 H 0.0630 -2.6490 2.5007  C1 1.076
37 H -0.4559 -1.6023 1.0993  C1 1.078

Summary:
total charge = 0
SMILES = C=CCNC(=O)[C@H]1CC(=O)N(c2ccc(C)cc2)C1
LUMO level = 0.57 eV

***

Entry B
DFT (the ωB97M-V functional and the def2-TZVPD basis) results for the molecule C15H18N2O2.

Each atom is followed by the atoms it is bonded to, with distances in Å.
Element x y z (Å)
1 O 1.9987 -2.2023 -0.0183  C3 1.178
2 O -2.1251 -0.3032 0.5350  C16 1.460, C18 1.401
3 C 1.3492 -1.2236 -0.1040  O1 1.178, N12 1.356, C19 1.487
4 C -1.4128 -1.0904 -3.7392  C5 1.378, H20 1.141, H21 1.032
5 C -0.4688 -1.3045 -2.7588  C4 1.378, C15 1.531, H22 1.080
6 C 2.8673 3.3642 -0.2540  C7 1.432, C8 1.418, H23 1.114
7 C 1.8738 3.8793 0.6391  C6 1.432, C9 1.430, H24 1.056
8 C 3.0284 1.9848 -0.5378  C6 1.418, C10 1.410, H25 1.079
9 C 0.8409 2.9663 1.0196  C7 1.430, C11 1.390, H26 1.113
10 C 2.0263 1.1149 -0.0621  C8 1.410, C11 1.436, N12 1.342
11 C 0.9006 1.6225 0.6709  C9 1.390, C10 1.436, N13 1.388
12 N 2.1767 -0.1824 -0.3699  C3 1.356, C10 1.342, H27 1.000
13 N -0.1727 0.8408 1.0768  C11 1.388, C16 1.466, H28 0.997
14 C -2.4765 -0.8962 2.6245  C18 1.501, H29 1.100, H30 1.116, H31 1.077
15 C -0.7625 -1.9133 -1.3856  C5 1.531, C19 1.554, H32 1.124, H33 1.087
16 C -0.8155 0.0692 0.0085  O2 1.460, N13 1.466, C19 1.467, H34 1.119
17 C -0.5250 -2.0686 1.1202  C18 1.614, C19 1.568, H35 1.061, H36 1.132
18 C -2.0070 -1.4609 1.3158  O2 1.401, C14 1.501, C17 1.614, H37 1.076
19 C -0.1376 -1.2230 -0.1419  C3 1.487, C15 1.554, C16 1.467, C17 1.568
20 H -2.5300 -1.1755 -3.5249  C4 1.141
21 H -1.1431 -0.6536 -4.6349  C4 1.032
22 H 0.5439 -0.9462 -2.8671  C5 1.080
23 H 3.7189 4.0225 -0.5393  C6 1.114
24 H 1.8025 4.9202 0.7989  C7 1.056
25 H 3.8449 1.6571 -1.1624  C8 1.079
26 H -0.0896 3.4450 1.4000  C9 1.113
27 H 3.0841 -0.5593 -0.5550  N12 1.000
28 H -0.7842 1.1261 1.8104  N13 0.997
29 H -2.1910 0.1323 2.8905  C14 1.100
30 H -2.1433 -1.5572 3.4602  C14 1.116
31 H -3.5510 -0.8661 2.6970  C14 1.077
32 H -1.8796 -1.9139 -1.2586  C15 1.124
33 H -0.5201 -2.9719 -1.3434  C15 1.087
34 H -0.9926 0.6506 -0.9306  C16 1.119
35 H -0.1109 -1.9016 2.0824  C17 1.061
36 H -0.4568 -3.1837 0.9344  C17 1.132
37 H -2.7607 -2.1984 1.1035  C18 1.076

Summary:
total charge = 0
SMILES = C=CC[C@]12C[C@@H](C)O[C@H]1Nc1ccccc1NC2=O
LUMO level = 0.86 eV

***

Which one sits at the bottom of the stability order? entry B does.